9
Properties=species:S:1:pos:R:3:forces:R:3:mulliken_charge:R:1 method="wB97M-V/def2-TZVPD" e_homo_ev=-9.427 e_lumo_ha=-0.0134 de_lowest_kcal_mol=200.8 gap_ev=9.062
C 0.993000 0.284574 -0.022757 0.339 0.367 -0.053 -0.07
O -3.321115 1.240113 0.053244 0.898 0.921 0.091 -0.03
O -3.761180 0.368801 1.091652 -0.768 -0.845 0.038 -0.19
O -3.718433 0.448457 -1.060714 -0.762 -0.818 -0.219 -0.19
O 0.172800 -0.576452 0.074955 -0.312 -0.331 0.038 -0.37
P -3.986612 -0.889727 -0.040373 0.732 0.928 0.103 0.34
H 1.180641 1.020831 0.774556 -0.080 0.027 0.166 0.21
H -2.622271 -1.315485 -0.025243 -0.055 -0.169 -0.011 0.07
H 1.622812 0.404021 -0.918894 0.009 -0.081 -0.153 0.22

=====

37
Properties=species:S:1:pos:R:3:forces:R:3:mulliken_charge:R:1 method="wB97M-V/def2-TZVPD" e_homo_ev="-7.808 / -12.144" s2=6.020 multiplicity=5 e_lumo_ha="-0.0879 / -0.2169" total_charge=+1 gap_ev="5.417 / 6.243"
C -1.646956 4.091352 -3.105076 -1.060 -0.241 -1.953 -0.80
Pd 0.283825 2.397076 -1.520722 0.366 3.832 -1.264 0.21
N 1.881382 1.367545 -0.718511 2.728 -0.924 0.987 -0.67
H 1.123340 3.681307 -1.224828 0.066 0.772 0.126 0.04
H 1.848968 1.418380 0.310270 0.102 0.016 -0.519 0.26
H -0.658224 3.614773 -3.168558 0.020 0.508 -0.128 0.17
H -1.620001 5.148665 -3.404011 0.556 -0.244 0.398 0.34
H -2.037987 4.029262 -2.072859 -0.278 -0.291 -0.812 0.15
H -2.241900 3.629794 -4.003553 0.589 0.387 2.283 0.30
H 1.938731 0.370395 -0.967111 -0.139 0.384 0.035 0.20
H 2.770708 1.802503 -1.006786 -0.435 -0.270 0.296 0.38
C -0.773458 -1.767823 2.732747 -0.050 -0.452 -0.112 -1.13
N -0.913405 -0.749085 1.685162 1.088 -3.240 0.858 -0.09
N -0.516942 -0.840255 0.414067 1.859 -4.968 -0.997 0.64
C -0.809946 0.342361 -0.201492 -1.835 2.718 1.202 1.30
O -0.433866 0.636408 -1.322142 -0.419 -3.661 -4.021 -0.79
C -1.366130 1.208913 0.713288 -0.371 -0.552 1.330 -0.97
C -1.449160 0.478224 1.883074 -2.192 5.075 1.745 0.03
C -1.987944 0.979051 3.186884 0.200 -0.652 0.212 -1.41
C 0.391259 -1.837797 -0.127412 0.495 0.444 0.405 0.02
C 0.298783 -2.273139 -1.461552 -0.084 -0.157 -0.021 -0.10
C 1.255204 -3.154897 -1.988128 0.003 0.457 0.839 -0.79
C 2.328180 -3.581676 -1.199537 -0.207 0.122 -0.066 -0.41
C 2.447239 -3.136028 0.114398 -0.519 0.200 -0.179 -0.83
C 1.488483 -2.272219 0.645786 0.102 -0.020 -0.185 0.08
H -0.111389 -1.387259 3.538680 -0.366 -0.179 -0.452 0.37
H -0.366856 -2.720686 2.342539 -0.216 0.781 0.027 0.55
H -1.769867 -2.001004 3.161215 0.477 0.385 -0.251 0.33
H -1.656695 2.239061 0.552584 -0.128 -0.234 -0.030 0.42
H -2.830184 0.334672 3.514729 0.329 0.488 0.174 0.32
H -1.187288 0.952958 3.955511 -0.593 0.123 -0.055 0.31
H -2.352196 2.022513 3.085599 0.278 -0.762 -0.013 0.33
H -0.513123 -1.933626 -2.094757 0.027 -0.015 0.133 0.45
H 1.176867 -3.493069 -3.010942 -0.107 0.041 -0.026 0.41
H 3.078622 -4.246209 -1.610531 -0.088 0.022 -0.003 0.41
H 3.292857 -3.441978 0.719475 -0.110 0.033 -0.007 0.40
H 1.639069 -1.908462 1.652499 -0.085 0.076 0.042 0.52

=====

11
Properties=species:S:1:pos:R:3:forces:R:3:mulliken_charge:R:1 method="wB97M-V/def2-TZVPD" e_homo_ev=-9.147 e_lumo_ha=0.0107 de_lowest_kcal_mol=110.3 gap_ev=9.438
C 0.510236 -1.427532 0.464848 -0.627 -1.556 0.669 0.03
C 1.793773 -0.245024 1.907320 0.366 0.656 0.405 0.20
C -0.287794 1.385202 -0.702419 0.838 4.051 -0.210 -0.65
C -1.116972 0.496166 -0.276304 -2.673 -1.955 -0.140 -0.26
C -0.698006 -0.959553 -0.274033 -2.572 0.184 -1.041 -0.04
O 2.706863 -0.774073 2.309672 0.058 -0.085 0.064 -0.19
O 0.603068 -1.274334 -0.787142 1.523 0.858 -1.197 -0.19
H -0.588477 2.484995 -0.612699 0.513 -1.634 -0.548 0.21
H 0.707425 1.186070 -1.084555 -0.004 -0.095 0.308 0.28
H -2.241439 0.795088 -0.145302 2.336 -0.943 0.358 0.26
H -1.388678 -1.667004 -0.799386 0.242 0.520 1.331 0.36